No. 1
A molecular structure, C39H56CaN3O5P2Te. Source: OMol25; level of theory: ωB97M-V/def2-TZVPD.

Structure (XYZ):
```
107
C39H56CaN3O5P2Te, DFT ωB97M-V/def2-TZVPD
Ca 0.297 0.887 -0.358
C -1.022 -3.236 -2.028
C -2.061 -2.353 -1.333
C -1.873 -2.409 0.183
P -1.848 -0.610 -1.891
C -2.182 -0.661 -3.718
C -3.283 -1.581 -4.245
C -2.414 0.768 -4.213
C -3.337 0.222 -1.200
C -4.626 -0.242 -1.446
C -5.772 0.407 -1.006
C -7.148 -0.117 -1.320
C -5.578 1.576 -0.275
C -4.319 2.053 0.030
C -3.145 1.382 -0.389
N -1.885 1.704 0.028
C -1.643 2.836 0.814
C -2.040 4.123 0.432
C -1.775 5.221 1.232
C -1.102 5.086 2.441
C -0.830 6.270 3.332
C -0.688 3.813 2.816
C -0.925 2.683 2.038
P -0.490 0.926 2.471
C -1.859 0.493 3.644
C -1.943 1.328 4.918
C -3.198 0.527 2.908
C 1.064 0.838 3.489
C 1.074 -0.515 4.207
C 1.529 1.964 4.407
H -0.992 -4.228 -1.570
H -0.021 -2.807 -1.919
H -1.233 -3.362 -3.093
H -3.074 -2.689 -1.577
H -0.886 -2.037 0.472
H -1.953 -3.441 0.537
H -2.627 -1.810 0.697
H -1.224 -0.998 -4.130
H -4.270 -1.155 -4.061
H -3.258 -2.581 -3.810
H -3.177 -1.691 -5.329
H -3.366 1.146 -3.833
H -2.446 0.791 -5.306
H -1.622 1.442 -3.884
H -4.747 -1.169 -1.997
H -7.151 -1.206 -1.384
H -7.526 0.264 -2.274
H -7.866 0.173 -0.550
H -6.444 2.124 0.088
H -4.231 2.938 0.645
H -2.555 4.245 -0.513
H -2.097 6.206 0.910
H -1.200 7.192 2.882
H 0.240 6.395 3.514
H -1.314 6.159 4.305
H -0.173 3.707 3.763
H -1.649 -0.547 3.916
H -2.057 2.388 4.681
H -1.065 1.210 5.552
H -2.817 1.026 5.503
H -3.471 1.551 2.649
H -3.988 0.120 3.546
H -3.178 -0.043 1.979
H 1.804 0.749 2.690
H 0.446 -0.509 5.102
H 2.094 -0.761 4.509
H 0.732 -1.322 3.554
H 0.834 2.176 5.222
H 1.691 2.890 3.854
H 2.484 1.680 4.860
O 4.005 2.075 1.483
C 3.225 1.481 0.482
O 1.999 1.954 0.429
C 4.053 1.591 -0.799
O 3.593 0.718 -1.823
C 3.645 -0.639 -1.399
C 2.770 -0.817 -0.178
O 3.244 -0.006 0.848
O 1.486 -0.870 -0.362
H 3.407 2.188 2.231
H 5.102 1.371 -0.567
H 3.960 2.607 -1.177
H 4.679 -0.926 -1.168
H 3.256 -1.256 -2.203
C 3.642 -0.497 -4.845
N 2.238 -0.793 -4.591
C 1.858 -2.197 -4.452
C 1.503 0.115 -3.960
N 0.837 0.918 -3.466
H 3.923 -0.928 -5.807
H 4.286 -0.908 -4.064
H 3.781 0.580 -4.875
H 2.170 -2.731 -5.350
H 0.777 -2.270 -4.353
H 2.319 -2.663 -3.576
Te 2.809 -3.133 0.381
C 4.722 -4.017 0.503
C 5.714 -3.532 1.357
C 6.939 -4.176 1.469
C 7.195 -5.328 0.736
C 6.220 -5.820 -0.119
C 4.999 -5.166 -0.243
H 5.521 -2.644 1.947
H 7.692 -3.780 2.140
H 8.147 -5.835 0.831
H 6.411 -6.715 -0.700
H 4.250 -5.552 -0.923
```

energy	-3688.6678	a.u.
net charge	-1
HOMO energy	-4.02	eV
orbital gap	6.408	eV

Mulliken atomic charge list, values in e, 5 entries: 1.67, -1.27, 0.37, -1.64, 1.33

***

No. 2
A molecular structure, C14H24NO6Tl. Source: OMol25; level of theory: ωB97M-V/def2-TZVPD.

Structure (XYZ):
```
46
C14H24NO6Tl, DFT ωB97M-V/def2-TZVPD
C 4.871 -0.937 0.906
C 3.796 -2.003 0.666
C 2.463 -1.304 0.670
O 1.371 -2.178 0.324
C 0.373 -1.706 -0.380
C -0.414 -2.878 -1.050
O -0.291 -4.000 -0.485
O -1.095 -2.562 -2.028
C -0.784 -0.873 0.609
C -1.005 0.562 0.112
C 0.145 1.513 0.502
C 0.879 2.038 -0.729
O 1.669 3.155 -0.420
C 0.960 4.318 -0.182
C 0.094 4.855 -1.276
O 1.059 4.834 0.866
N -1.904 -1.624 0.813
C -3.011 -1.589 -0.051
C -4.256 -0.821 0.626
C -4.679 0.423 -0.032
O -5.381 -0.817 -0.109
H 5.859 -1.365 0.834
H 4.758 -0.145 0.170
H 4.734 -0.478 1.879
H 3.864 -2.713 1.484
H 3.975 -2.532 -0.264
H 2.484 -0.402 0.064
H 2.269 -0.979 1.698
H 0.729 -1.010 -1.146
H -0.265 -0.813 1.571
H -1.031 0.521 -0.977
H -1.950 0.928 0.489
H -0.309 2.370 0.989
H 0.826 1.084 1.229
H 1.548 1.294 -1.155
H 0.160 2.269 -1.517
H 0.172 5.932 -1.254
H -0.928 4.547 -1.084
H 0.407 4.501 -2.251
H -1.685 -2.567 1.148
H -3.402 -2.592 -0.211
H -2.836 -1.106 -1.004
H -4.322 -0.896 1.701
H -5.111 1.110 0.678
H -4.224 0.719 -0.959
Tl -0.581 -6.086 -1.465
```

energy	-1225.7349	a.u.
net charge	+2
HOMO energy	-15.00	eV
orbital gap	3.299	eV

Mulliken atomic charge list, values in e, 5 entries: -1.32, -0.37, -0.17, -0.29, 0.51

***

No. 3
A molecular structure, C5H9NO. Source: OMol25; level of theory: ωB97M-V/def2-TZVPD.

Structure (XYZ):
```
16
C5H9NO, DFT ωB97M-V/def2-TZVPD
C -0.574 0.460 -1.864
C 0.053 -0.405 1.881
C 0.333 -0.361 0.409
N 1.350 -1.170 -0.040
C -0.514 1.360 -0.658
C -0.800 -0.147 -0.507
O 0.638 1.404 0.097
H 1.589 -1.066 -1.019
H 2.183 -1.209 0.536
H -1.330 2.064 -0.496
H -1.442 0.531 -2.509
H 0.356 0.263 -2.388
H -1.763 -0.527 -0.191
H 0.963 -0.527 2.475
H -0.403 0.550 2.159
H -0.639 -1.220 2.115
```

energy	-325.8220	a.u.
net charge	0
HOMO energy	-8.20	eV
orbital gap	9.260	eV

Mulliken atomic charge list, values in e, 5 entries: -0.82, -1.36, 1.09, -0.43, 0.08

***

No. 4
10 unconnected molecules or ions with the total composition C46H90F3N15O6S. Source: OMol25; level of theory: ωB97M-V/def2-TZVPD.

Structure (XYZ):
```
161
C46H90F3N15O6S, DFT ωB97M-V/def2-TZVPD
C 11.967 16.827 2.773
C 11.848 15.319 2.616
O 11.651 14.776 1.547
N 12.071 14.506 4.039
H 12.551 13.640 3.839
H 12.848 14.985 4.471
C 10.745 14.238 4.769
H 13.003 17.166 2.775
H 11.577 17.156 3.736
H 11.502 17.411 1.980
H 10.042 15.067 4.683
H 10.978 13.899 5.779
H 10.122 13.644 4.100
C 12.095 18.212 7.045
C 11.145 19.295 7.468
O 10.864 19.576 8.651
N 10.623 20.153 6.248
H 11.493 20.307 5.760
H 10.286 19.720 5.399
C 9.853 21.433 6.527
H 12.271 17.578 7.913
H 13.091 18.611 6.850
H 11.765 17.622 6.190
H 8.812 21.183 6.733
H 9.962 22.017 5.613
H 10.484 21.826 7.324
C 14.149 14.264 13.709
C 15.045 13.043 13.720
O 15.016 12.020 13.048
N 16.171 13.199 14.735
H 17.070 13.398 14.320
H 15.939 14.018 15.279
C 16.129 11.979 15.656
H 13.458 14.405 14.541
H 13.390 14.109 12.942
H 14.732 15.165 13.516
H 16.154 11.041 15.101
H 15.192 12.026 16.211
H 16.994 11.954 16.319
C 4.514 21.150 7.342
C 4.582 19.539 7.081
N 5.739 18.803 7.679
C 6.508 19.215 8.760
C 7.371 18.180 9.106
N 7.232 17.140 8.111
C 6.219 17.554 7.201
C 7.866 15.897 8.018
H 3.982 21.304 8.281
H 4.055 21.830 6.624
H 5.517 21.569 7.412
H 4.496 19.381 6.006
H 3.797 18.966 7.573
H 6.261 20.172 9.194
H 7.935 17.956 10.000
H 5.879 17.024 6.323
H 8.953 15.968 8.047
H 7.644 15.373 7.088
H 7.322 15.139 8.580
C 9.793 5.571 8.470
C 8.839 6.695 8.451
N 9.493 8.013 8.368
C 10.469 8.480 9.225
C 10.850 9.751 8.857
N 10.159 10.053 7.682
C 9.200 9.046 7.445
C 10.423 11.232 6.890
H 10.601 5.604 7.739
H 9.229 4.643 8.382
H 10.328 5.435 9.410
H 8.314 6.565 9.397
H 7.953 6.572 7.828
H 11.005 7.989 10.023
H 11.607 10.417 9.245
H 8.600 8.887 6.561
H 10.088 11.180 5.854
H 11.438 11.620 6.967
H 9.853 12.039 7.350
C 16.260 17.246 9.228
C 17.426 16.331 9.640
N 17.155 14.877 9.536
C 16.224 14.209 8.821
C 16.192 12.895 9.367
N 17.271 12.727 10.198
C 17.877 13.914 10.244
C 17.775 11.478 10.762
H 15.302 16.848 9.565
H 16.188 17.261 8.140
H 16.304 18.235 9.684
H 17.849 16.627 10.600
H 18.242 16.567 8.957
H 15.541 14.652 8.112
H 15.523 12.052 9.281
H 18.690 14.149 10.915
H 18.819 11.710 10.973
H 17.876 10.658 10.050
H 17.063 11.397 11.582
C 9.393 18.339 13.182
C 9.727 17.040 12.471
N 9.003 15.879 13.164
C 7.629 15.711 12.968
C 7.201 14.779 13.879
N 8.266 14.394 14.664
C 9.366 15.060 14.232
C 8.174 13.399 15.676
H 9.516 18.427 14.262
H 8.383 18.650 12.915
H 10.059 19.130 12.836
H 10.787 16.806 12.562
H 9.510 17.046 11.403
H 6.968 16.268 12.319
H 6.149 14.557 13.976
H 10.374 15.013 14.617
H 9.153 13.014 15.963
H 7.573 12.511 15.482
H 7.899 13.940 16.582
C 16.730 8.204 13.037
C 15.414 7.568 12.441
N 14.250 8.307 12.951
C 13.566 8.105 14.130
C 12.489 8.942 14.303
N 12.479 9.768 13.158
C 13.436 9.229 12.287
C 11.621 10.963 13.001
H 17.026 9.199 12.704
H 17.601 7.560 12.919
H 16.749 8.249 14.126
H 15.202 6.567 12.817
H 15.300 7.619 11.358
H 13.953 7.304 14.742
H 11.795 9.161 15.101
H 13.593 9.727 11.342
H 11.135 10.900 12.027
H 12.249 11.853 12.963
H 10.752 11.010 13.657
C 1.639 11.978 9.248
C 2.355 11.250 10.369
N 3.792 11.482 10.066
C 4.559 10.818 9.054
C 5.952 11.167 9.222
N 5.999 12.139 10.228
C 4.740 12.287 10.697
C 7.145 12.779 10.731
H 1.482 11.281 8.425
H 1.961 12.928 8.822
H 0.702 12.254 9.733
H 2.212 10.172 10.447
H 2.251 11.774 11.319
H 3.978 10.210 8.377
H 6.770 11.017 8.533
H 4.407 13.070 11.362
H 7.190 12.769 11.820
H 7.006 13.779 10.319
H 7.983 12.247 10.282
C 11.785 15.160 9.142
F 11.306 14.971 7.887
F 13.081 15.497 9.137
F 11.029 16.139 9.622
S 11.503 13.538 10.206
O 10.336 12.924 9.608
O 12.723 12.884 9.905
O 11.209 13.976 11.610
```

energy	-3773.6002	a.u.
net charge	+8
HOMO energy	-24.26	eV
orbital gap	8.569	eV

Mulliken atomic charge list, values in e, 5 entries: -0.69, 0.42, -0.30, -0.22, 0.38

***

No. 5
2 unconnected molecules or ions with the total composition C3H10NO. Source: OMol25; level of theory: ωB97M-V/def2-TZVPD.

Structure (XYZ):
```
15
C3H10NO, DFT ωB97M-V/def2-TZVPD
C 1.021 0.687 -2.003
O 1.334 0.721 -3.312
H 0.611 1.584 -1.473
H 1.792 0.254 -1.325
H 0.087 -0.038 -1.905
C -1.570 -0.717 0.382
N -0.837 -0.127 1.571
C 0.622 -0.105 1.568
H -0.825 -1.545 0.036
H -1.582 0.109 -0.420
H -2.553 -1.095 0.496
H -1.147 0.835 1.714
H 1.015 0.798 1.238
H 1.154 -0.353 2.591
H 0.879 -1.011 0.841
```

energy	-250.1992	a.u.
net charge	-1
HOMO energy	-1.73	eV
orbital gap	5.615	eV

Mulliken atomic charge list, values in e, 5 entries: -0.18, -0.88, 0.08, 0.06, -0.05